This record from OMol25 describes a cluster of 7 separate species, C29H75N6O12 in total at a distorted geometry. The level of theory is wB97M-V/def2-TZVPD.

Cartesian coordinates (Å):
N: 0.413 0.294 0.099
O: 0.766 0.684 1.247
O: 1.175 -0.413 -0.588
O: -0.707 0.617 -0.340
C: 2.185 -0.082 5.818
C: 2.016 0.852 4.613
C: 2.825 2.127 4.731
O: 2.320 0.135 3.433
H: 3.238 -0.314 5.976
H: 1.579 -0.977 5.703
H: 1.805 0.502 6.663
H: 0.953 1.131 4.558
H: 3.900 1.919 4.690
H: 2.685 2.708 5.648
H: 2.601 2.828 3.924
H: 1.742 0.434 2.698
C: -1.965 6.632 4.277
O: -1.312 5.940 3.237
C: -2.209 5.115 2.523
C: -1.465 4.347 1.450
N: -0.769 5.241 0.552
C: 0.087 4.543 -0.394
C: 1.376 3.949 0.147
O: 2.331 4.926 0.502
C: 3.472 4.417 1.130
H: -1.201 7.273 4.723
H: -2.446 6.036 5.055
H: -2.688 7.325 3.825
H: -2.958 5.771 2.051
H: -2.737 4.402 3.169
H: -2.113 3.669 0.890
H: -0.799 3.630 1.962
H: -0.184 5.920 1.027
H: 0.305 5.166 -1.270
H: -0.467 3.704 -0.823
H: 1.759 3.391 -0.717
H: 1.159 3.278 0.983
H: 4.123 3.925 0.394
H: 3.258 3.652 1.886
H: 3.996 5.234 1.623
C: 1.178 -4.592 8.613
O: 0.457 -4.063 7.523
C: 0.585 -4.844 6.358
C: -0.163 -4.105 5.225
N: 0.079 -4.810 3.979
C: -0.543 -4.223 2.800
C: -0.381 -2.716 2.580
O: -1.585 -2.099 3.117
C: -1.496 -0.687 2.995
H: 0.950 -4.009 9.500
H: 2.255 -4.664 8.417
H: 0.853 -5.637 8.740
H: 0.151 -5.841 6.475
H: 1.640 -4.884 6.064
H: 0.320 -3.126 5.125
H: -1.205 -4.050 5.529
H: 1.071 -4.883 3.795
H: -1.612 -4.432 2.747
H: -0.048 -4.701 1.950
H: -0.357 -2.414 1.533
H: 0.403 -2.273 3.200
H: -0.461 -0.359 3.115
H: -2.202 -0.162 3.633
H: -1.714 -0.446 1.945
C: -1.655 2.585 -3.445
O: -2.305 1.338 -3.487
C: -3.064 1.111 -4.642
C: -3.871 -0.151 -4.431
N: -3.027 -1.336 -4.419
C: -3.711 -2.553 -4.021
C: -3.714 -2.641 -2.484
O: -2.387 -2.624 -1.983
C: -2.365 -2.276 -0.623
H: -1.033 2.730 -4.335
H: -1.106 2.585 -2.510
H: -2.385 3.406 -3.438
H: -2.396 1.059 -5.517
H: -3.726 1.963 -4.863
H: -4.547 -0.228 -5.300
H: -4.432 -0.103 -3.502
H: -2.483 -1.457 -5.258
H: -3.156 -3.421 -4.377
H: -4.749 -2.588 -4.380
H: -4.088 -3.623 -2.173
H: -4.357 -1.849 -2.097
H: -3.077 -1.512 -0.302
H: -1.419 -1.809 -0.336
H: -2.399 -3.190 -0.014
C: 3.240 2.321 -2.537
C: 2.335 2.604 -3.746
C: 3.150 3.139 -4.913
O: 2.417 3.471 -6.072
C: 1.453 4.486 -5.894
N: 1.736 1.301 -4.084
H: 4.155 1.865 -2.931
H: 2.783 1.642 -1.820
H: 3.563 3.203 -1.981
H: 1.539 3.303 -3.485
H: 3.927 2.434 -5.212
H: 3.679 4.038 -4.545
H: 0.678 4.161 -5.197
H: 0.965 4.621 -6.859
H: 1.909 5.435 -5.601
H: 1.235 1.279 -4.975
H: 2.507 0.702 -4.397
C: -0.936 -6.148 -4.806
C: -0.349 -4.836 -4.311
C: 0.475 -4.978 -3.045
O: 0.678 -3.721 -2.473
C: 1.389 -3.809 -1.253
N: 0.453 -4.260 -5.411
H: -1.505 -5.978 -5.723
H: -1.713 -6.513 -4.126
H: -0.171 -6.909 -4.949
H: -1.174 -4.178 -4.019
H: 1.439 -5.490 -3.190
H: -0.037 -5.660 -2.348
H: 2.353 -4.297 -1.472
H: 0.837 -4.403 -0.523
H: 1.708 -2.817 -0.940
H: -0.224 -4.019 -6.137
H: 0.733 -3.318 -5.125

The net charge is -1. The lowest unoccupied orbital energy is 2.54 eV. As for the total energy: -2381.0864 Ha. The value obtained for the HOMO-LUMO gap is 0.29527 Ha. Its spin multiplicity is 1. The molecular weight is 699.95 g mol⁻¹.

Results of the Mulliken charge analysis, in e, for atoms 1 through 5: 0.60 -0.66 -0.66 -0.52 -1.12